Record 1
54
Properties=species:S:1:pos:R:3:lowdin_spin:R:1 method="wB97M-V/def2-TZVPD" total_charge=-2 lumo_energy_ev="4.35 / 4.35" homo_ha="0.0155 / 0.0134" homo_lumo_gap_ev="3.93 / 3.99" spin_multiplicity=6
H 0.67 -0.61 6.24 0.00
H 1.52 4.23 2.51 0.00
H 0.90 -2.04 0.27 0.00
H 0.41 -3.72 -3.84 0.00
C 0.03 -2.91 -3.19 0.00
H -1.83 2.63 2.69 0.00
C 0.54 -0.47 5.16 0.00
H 0.08 -3.61 0.16 0.00
C 0.14 -0.11 2.37 0.00
H -0.86 -3.28 -2.66 0.00
H 0.68 1.71 5.25 0.00
H 1.33 3.75 -3.07 0.00
H 1.80 2.00 -3.24 0.00
C 0.59 2.36 -1.64 -0.03
H 2.46 2.73 2.62 0.00
H 1.66 3.38 4.08 0.00
C -1.27 -3.49 2.59 0.00
C 0.37 -1.58 4.32 0.00
H -2.16 -2.90 2.35 0.00
C -0.95 3.18 3.03 0.00
H -1.03 -0.33 -6.83 0.00
N -0.05 0.14 1.09 -0.04
H -1.59 1.78 -5.79 0.00
C 0.32 2.42 2.65 0.00
C 1.61 2.83 -2.53 -0.01
H 0.30 2.28 1.56 0.00
H -0.94 -2.16 0.27 0.00
C -1.08 1.59 -4.83 0.00
N -0.27 -1.77 -4.02 0.00
H 0.86 -3.36 2.43 0.00
C -0.01 -2.73 2.15 0.00
H -1.02 3.32 4.12 0.00
N -0.78 0.19 -4.73 0.00
H 0.82 -2.65 -2.47 0.00
H -1.35 -4.45 2.08 0.00
H 2.51 2.96 -1.92 0.00
I -3.13 -0.61 -1.34 -0.01
C -0.45 -0.49 -3.60 -0.01
C 0.34 1.02 3.26 0.00
C 0.53 0.82 4.62 0.00
I 2.68 -0.60 -1.65 -0.01
H -0.17 2.20 -4.81 0.00
H -1.74 1.91 -4.01 0.00
C -0.80 -0.66 -5.84 0.00
C 0.16 -1.44 2.96 0.00
C 1.56 3.24 2.99 0.00
H 0.41 -2.59 4.74 0.00
H -1.27 -3.68 3.67 0.00
O -0.45 2.59 -1.05 -0.02
C -0.48 -1.89 -5.39 0.00
Sm -0.26 0.13 -1.03 5.13
H -0.40 -2.82 -5.91 0.00
H -0.98 4.17 2.55 0.00
C 0.01 -2.61 0.62 0.00

Record 2
52
Properties=species:S:1:pos:R:3:nbo_charge:R:1 method="wB97M-V/def2-TZVPD" smiles="CCOCCCNC(=O)[C@@H]1CC(=O)N(CCc2ccc(C)cc2)C1" lumo_energy_ev=0.70 homo_ha=-0.3246 homo_lumo_gap_ev=9.53 e_above_lowest_kcal_mol=16.5 spin_multiplicity=1
C 2.57 -0.46 1.24 -0.22
N 2.11 2.09 -0.61 -0.44
H -2.07 1.60 1.69 0.39
C 2.31 -2.60 -0.48 -0.24
H 2.22 -3.44 -1.15 0.21
H -3.02 -2.68 -1.81 0.21
H 0.46 -4.36 0.22 0.21
C 0.73 -3.76 1.10 -0.65
H -3.67 0.06 -1.25 0.18
C 0.55 3.03 0.81 -0.48
C 3.36 1.70 -1.21 -0.20
H -2.29 -3.41 -0.37 0.21
H -0.03 0.94 0.92 0.23
H 2.67 0.38 1.92 0.22
C -3.81 1.97 0.60 -0.22
H 5.03 0.39 -0.86 0.22
H -4.43 -1.30 -0.37 0.17
H -1.56 -0.69 -1.59 0.17
H 0.45 1.94 -1.89 0.22
C -2.11 -2.75 -1.22 -0.64
H 1.25 -4.41 1.80 0.22
H 4.45 1.25 0.58 0.23
C -0.07 1.77 0.20 -0.33
C -3.78 -0.42 -0.26 -0.07
C 0.85 1.48 -0.98 -0.20
H -1.32 -3.18 -1.84 0.21
O -2.52 -0.80 0.23 -0.56
H 3.15 1.25 -2.19 0.20
H -3.98 2.37 -0.40 0.23
H -0.18 -3.42 1.58 0.22
H -4.27 0.19 1.73 0.21
N -2.39 1.96 0.81 -0.61
C 4.14 0.72 -0.32 -0.43
C 2.02 2.96 0.41 0.68
H -5.49 0.63 0.53 0.22
C -1.66 -1.38 -0.73 -0.07
C 3.14 -1.54 -0.81 -0.21
H 0.44 3.10 1.89 0.23
C -1.51 1.99 -0.22 0.71
C 1.74 -1.52 1.57 -0.24
H 0.12 3.94 0.37 0.24
H 3.68 -1.56 -1.74 0.21
C 3.28 -0.46 0.05 -0.02
O 2.94 3.57 0.90 -0.63
H -0.69 -1.46 -0.23 0.19
C 1.60 -2.61 0.72 0.06
H 3.97 2.60 -1.36 0.22
O -1.84 2.24 -1.37 -0.64
C -4.42 0.57 0.72 -0.42
H 1.19 -1.50 2.50 0.21
H -4.28 2.64 1.33 0.20
H 0.98 0.40 -1.16 0.21

Record 3
56
Properties=species:S:1:pos:R:3:nbo_charge:R:1 method="wB97M-V/def2-TZVPD" smiles="COc1ccc(CCN(C)[C@H]2CCCN(C(=O)Cn3cnnn3)C2)cc1OC" lumo_energy_ev=0.42 homo_ha=-0.2997 homo_lumo_gap_ev=8.58 e_above_lowest_kcal_mol=54.7 spin_multiplicity=1
H -3.77 0.42 -2.43 0.20
N 2.24 -1.47 -0.32 -0.19
H -1.19 -0.38 -1.67 0.22
H -4.50 -1.56 -0.56 0.20
O 3.04 1.54 0.65 -0.50
C -0.55 2.37 0.25 -0.30
O 1.29 2.86 -1.25 -0.52
N -1.30 -2.27 -0.74 -0.44
C -3.48 1.83 0.57 -0.21
H -3.54 2.84 0.14 0.19
O 0.40 -3.36 0.25 -0.62
H -5.09 0.73 -1.28 0.17
C -1.05 1.81 1.41 -0.03
C -0.02 -2.39 -0.34 0.69
C 0.41 3.51 -2.13 -0.25
H -1.74 -4.11 0.07 0.25
H 2.19 -2.05 1.75 0.23
H -2.74 1.02 2.43 0.21
H 1.90 0.70 2.65 0.23
N 4.33 -1.61 -0.52 -0.07
C 0.89 -1.21 -0.71 -0.33
N 4.06 -1.94 0.74 -0.30
C 3.72 1.95 -0.51 -0.24
C -1.92 -1.07 -1.27 -0.22
H -4.49 1.59 0.95 0.17
C -3.84 -1.36 0.29 -0.43
C 2.76 -1.85 0.87 0.18
H -4.13 2.07 -1.94 0.20
N -3.10 0.95 -0.53 -0.45
H -2.72 2.77 2.32 0.23
N 3.27 -1.33 -1.16 -0.08
C -0.15 1.20 2.28 -0.23
C -2.28 -3.25 -0.31 -0.22
C 0.80 2.33 -0.09 0.29
H -0.07 4.38 -1.67 0.18
H 4.76 1.65 -0.35 0.20
H -0.37 2.83 -2.50 0.17
H 0.91 -1.06 -1.80 0.25
C 1.70 1.71 0.80 0.24
H -0.50 0.76 3.20 0.21
H -4.43 -0.92 1.09 0.21
H -2.61 -2.47 1.66 0.20
C -4.08 1.04 -1.59 -0.41
H -3.97 -3.39 1.01 0.22
H 0.53 -0.31 -0.22 0.25
H 3.67 3.04 -0.65 0.18
C 1.19 1.16 1.98 -0.25
H 3.35 1.45 -1.41 0.19
H -2.03 -0.28 0.70 0.22
H 1.02 3.84 -2.97 0.20
C -2.72 -0.39 -0.14 -0.05
H -2.87 -3.55 -1.18 0.19
C -3.20 -2.66 0.76 -0.40
C -2.51 1.85 1.76 -0.43
H -1.25 2.85 -0.43 0.23
H -2.59 -1.38 -2.08 0.20

Record 4
57
Properties=species:S:1:pos:R:3:nbo_charge:R:1 method="wB97M-V/def2-TZVPD" smiles="Cc1cncc(C(=O)N[C@@H](C)CCNC(=O)[C@@H]2CCCN2Cc2nnn(C)n2)c1" lumo_energy_ev=0.65 homo_ha=-0.3429 homo_lumo_gap_ev=9.98 e_above_lowest_kcal_mol=4.4 spin_multiplicity=1
C -2.77 3.97 -0.38 -0.61
C -2.22 2.75 0.35 -0.05
H -0.55 1.82 -0.56 0.44
N 1.24 -1.66 1.55 -0.26
N 0.95 -0.80 2.51 0.02
H -2.33 2.91 1.42 0.21
H 0.22 -3.00 -3.26 0.21
N 3.81 3.04 1.37 -0.42
H 3.06 -0.19 -1.68 0.22
H -0.45 -4.45 1.22 0.23
H -2.23 4.86 -0.06 0.23
H 4.73 0.08 -1.14 0.22
C -0.35 -2.22 -1.31 -0.16
C 0.13 3.24 0.79 0.66
C 1.98 1.92 -0.40 -0.16
H -1.60 0.46 1.28 0.20
H 1.01 -3.97 0.33 0.19
H -2.65 3.86 -1.46 0.20
C -1.18 -4.44 -1.31 -0.21
C -1.68 -3.79 -2.58 -0.41
C 1.84 0.27 2.92 -0.42
O -0.49 0.15 -1.51 -0.68
N -0.19 -1.05 3.10 -0.04
H -2.28 -1.80 0.11 0.42
C -2.46 0.21 0.66 -0.23
C -0.68 -2.64 -2.76 -0.40
H -3.22 -0.19 1.32 0.22
H 2.41 -0.03 3.80 0.22
N -0.85 -3.30 -0.46 -0.44
H 1.24 1.15 3.14 0.24
C 3.82 0.57 -1.48 -0.63
C 2.52 3.38 1.40 0.05
H -2.69 -3.41 -2.43 0.21
N -2.11 -0.87 -0.27 -0.62
H -3.83 4.11 -0.16 0.21
H 0.73 -2.07 -1.20 0.22
H 1.28 1.45 -1.09 0.24
H -4.03 1.64 0.18 0.21
H -1.07 -1.80 -3.34 0.23
H 5.23 1.88 0.46 0.19
H -1.92 -5.08 -0.81 0.21
H 2.22 4.11 2.14 0.22
C 0.21 -2.48 1.59 0.26
C 0.02 -3.63 0.67 -0.25
H 4.04 1.07 -2.43 0.22
C -0.96 -0.86 -0.98 0.71
N -0.67 -2.12 2.55 -0.28
C 3.32 1.56 -0.46 -0.06
H -2.91 1.34 -1.13 0.22
C 1.56 2.84 0.55 -0.18
H -0.29 -5.06 -1.51 0.16
O -0.16 4.09 1.61 -0.64
N -0.80 2.56 0.09 -0.64
H -1.69 -4.47 -3.43 0.22
H 2.51 0.48 2.09 0.24
C 4.18 2.15 0.46 0.04
C -2.97 1.48 -0.05 -0.41

Record 5
63
Properties=species:S:1:pos:R:3:lowdin_spin:R:1 method="wB97M-V/def2-TZVPD" total_charge=+1 lumo_energy_ev="-3.50 / -2.94" homo_ha="-0.4446 / -0.4382" homo_lumo_gap_ev="8.60 / 8.98" e_above_lowest_kcal_mol=3.6 spin_multiplicity=2
C 2.12 -2.53 0.48 0.00
H -2.52 -1.65 0.14 0.00
N 3.73 0.71 0.49 0.00
O -0.51 0.99 -3.16 0.00
H 0.12 -1.25 -3.04 0.00
O 3.27 -2.42 0.86 0.00
C -2.87 0.25 -0.73 0.00
C -4.53 3.40 -3.00 0.00
H 2.60 -3.16 -1.51 0.00
S -1.10 1.50 -1.95 0.00
C 1.92 0.54 3.88 0.00
C -4.96 1.58 -1.45 0.00
H 1.37 1.89 0.18 0.00
C -3.17 3.14 -3.00 0.00
C -2.74 2.09 -2.22 0.00
H -5.63 0.98 -0.86 0.00
C 0.99 -1.69 -2.55 0.00
H 4.33 -0.11 0.65 0.00
N -1.55 0.24 -0.97 0.00
H -0.40 -4.37 -1.11 0.00
C 1.79 -0.56 -1.92 0.00
C 3.13 0.74 2.93 0.00
Cr -0.12 -1.06 0.05 0.98
C 0.80 1.54 3.56 0.00
H 1.48 -1.30 2.99 0.00
N -0.43 0.39 1.65 0.00
H 2.07 2.79 1.52 0.00
H 1.14 2.55 3.82 0.00
H 2.14 -0.24 1.35 0.00
O -0.36 2.47 -1.19 0.00
H -2.48 3.73 -3.59 0.00
H -0.25 2.46 1.95 0.00
H 3.61 1.70 3.15 0.00
H -2.14 -2.05 -2.04 0.00
C 1.75 -3.19 -0.82 0.00
H -2.66 -3.58 -1.31 0.00
H 4.30 1.55 0.54 0.00
O 1.16 -0.07 -0.88 0.01
O 2.89 -0.19 -2.24 0.00
N 1.39 -0.82 3.88 0.00
H -6.47 2.87 -2.26 0.00
H 1.58 -2.25 -3.27 0.00
C -0.54 -3.47 -1.72 0.00
H -1.35 0.76 1.43 0.00
C 1.64 1.83 1.23 0.00
H -0.53 -3.77 -2.77 0.00
H 2.25 0.76 4.89 0.00
H -4.92 4.21 -3.60 0.00
C 0.40 1.60 2.08 0.00
O 1.09 -2.05 1.14 0.00
H -0.06 1.31 4.19 0.00
O -1.69 -2.27 -0.03 0.00
C 2.62 0.71 1.50 0.00
H 3.85 -0.06 3.11 0.00
C -1.86 -2.84 -1.35 0.00
C -5.41 2.64 -2.24 0.00
N 0.56 -2.53 -1.41 -0.01
H -0.55 -0.19 2.49 0.00
C -3.60 1.32 -1.46 0.00
H 1.84 -1.40 4.58 0.00
H 3.37 0.61 -0.48 0.00
O -3.44 -0.56 0.02 0.00
H 1.54 -4.24 -0.61 0.00

Record 6
54
Properties=species:S:1:pos:R:3:nbo_charge:R:1 method="wB97M-V/def2-TZVPD" smiles=CC(C)CCN1CCN(Cc2ccc(C(F)(F)F)cc2)C[C@H]1CCO lumo_energy_ev=0.72 homo_ha=-0.3105 homo_lumo_gap_ev=9.17 e_above_lowest_kcal_mol=0.0 spin_multiplicity=1
H -2.29 -2.25 2.83 0.20
H 0.07 -0.53 -1.45 0.24
H -1.81 1.75 -1.84 0.21
N -1.28 1.11 0.05 -0.45
H -2.83 2.09 1.11 0.17
C -1.28 -2.34 6.12 -0.61
F 5.04 0.64 -2.71 -0.33
F 4.06 -0.67 -4.11 -0.32
C -3.48 -3.09 5.16 -0.61
C 0.30 1.58 -1.75 -0.02
H -1.03 3.02 -0.87 0.17
C -2.64 -1.88 5.59 -0.21
H 0.62 0.92 0.85 0.21
H -0.76 -1.66 3.47 0.20
H -3.50 -0.51 4.18 0.20
C -1.02 1.94 -1.11 -0.22
H -0.66 -1.48 6.38 0.21
C 2.32 2.25 -2.88 -0.18
H -4.39 -0.97 0.16 0.21
C -2.90 -0.07 1.42 -0.03
H -0.76 -2.94 5.38 0.20
H -0.02 0.44 3.05 0.21
H -3.69 -3.71 6.03 0.21
O -1.21 -2.04 -0.12 -0.75
H -0.96 -1.40 0.57 0.50
C -3.42 -1.25 0.58 -0.43
H -4.43 -2.77 4.73 0.21
H -2.95 -3.69 4.43 0.20
C 2.71 0.92 -2.97 -0.17
H -0.18 2.45 1.28 0.17
C 4.02 0.57 -3.60 0.97
H 2.96 3.02 -3.28 0.23
H -1.96 0.02 4.85 0.20
C 1.13 2.57 -2.27 -0.21
H -2.40 -0.82 -1.28 0.15
H 0.83 3.61 -2.19 0.21
H -1.42 -2.95 7.01 0.21
H -1.44 1.49 2.99 0.17
C 0.70 0.25 -1.85 -0.17
C -2.64 1.17 0.54 -0.23
C 1.89 -0.08 -2.45 -0.18
C -0.86 0.75 2.42 -0.23
H -3.69 0.20 2.14 0.18
H -2.91 -2.51 -1.09 0.18
C -2.48 -1.65 -0.56 -0.06
H -3.33 1.15 -0.31 0.21
H -3.58 -2.11 1.23 0.21
C -1.78 -1.37 3.21 -0.21
H 2.20 -1.12 -2.53 0.23
F 4.36 1.40 -4.60 -0.33
N -1.66 -0.42 2.11 -0.48
C -0.34 1.37 1.13 -0.21
H -3.17 -1.38 6.40 0.20
C -2.50 -0.85 4.46 -0.42

Record 7
58
Properties=species:S:1:pos:R:3:nbo_charge:R:1 method="wB97M-V/def2-TZVPD" total_charge=+2 lumo_energy_ev=-6.96 homo_ha=-0.5589 homo_lumo_gap_ev=8.25 e_above_lowest_kcal_mol=0.0 spin_multiplicity=1
C -0.50 -5.07 -2.65 -0.42
C -0.66 0.25 3.23 0.23
C 3.38 4.45 0.44 -0.18
Si 3.18 -1.08 0.38 1.78
H -0.53 -3.06 -3.49 0.18
H 1.50 4.95 -0.43 0.26
C 2.59 1.67 0.35 0.29
C -2.81 -4.57 0.97 -0.42
H 2.75 -2.84 2.03 0.27
H -1.85 -2.66 1.43 0.24
H -2.60 -5.46 0.38 0.22
C 2.17 4.19 -0.03 -0.20
S -1.16 -3.19 -0.74 1.23
C 2.26 -1.90 1.76 -1.15
H -4.94 -4.63 0.60 0.25
H 1.06 -3.85 -3.54 0.21
O -0.06 -2.11 -0.56 -1.12
C -0.01 -4.01 -3.64 -0.61
H 3.66 -2.85 -1.23 0.28
C 1.61 2.81 0.04 0.46
N 0.52 2.79 1.04 -0.38
O -1.63 0.39 -0.23 -0.76
C -4.12 -3.92 0.52 -0.62
C -0.02 1.83 1.50 0.60
H 4.48 1.33 1.41 0.25
C -1.86 0.44 1.00 0.72
N -0.55 -0.30 4.23 -0.21
H 5.56 -0.33 0.08 0.26
C -0.80 0.85 1.95 -0.46
H 5.14 3.65 1.47 0.25
H -0.52 -5.47 -0.50 0.25
C -1.62 -3.62 0.95 -0.57
H 1.22 -2.11 1.50 0.25
H -3.26 0.27 2.48 0.44
C 4.19 3.38 1.02 -0.07
C 3.83 2.09 1.00 -0.30
H -3.80 -0.13 0.88 0.44
H 0.80 -4.41 -1.03 0.25
H -0.21 -4.32 -4.66 0.25
N -3.05 0.14 1.50 -0.74
C 3.08 -1.93 -1.28 -1.16
C 4.98 -0.91 0.80 -1.15
H 2.27 -1.27 2.66 0.26
Pb 0.31 -0.06 -1.48 1.65
H 2.08 -2.24 -1.60 0.23
H 5.38 -1.93 0.77 0.27
C -0.24 -4.68 -1.20 -0.57
H 5.17 -0.54 1.81 0.25
H 0.01 -6.02 -2.83 0.24
H 3.78 5.45 0.43 0.26
H -2.91 -4.93 2.00 0.25
N 2.24 0.47 0.07 -0.95
H 3.53 -1.32 -2.07 0.26
H -1.56 -5.27 -2.79 0.22
F 0.97 2.53 -1.16 -0.35
H -0.73 -4.04 1.43 0.25
H -4.37 -3.07 1.15 0.20
H -4.08 -3.58 -0.51 0.21

Record 8
58
Properties=species:S:1:pos:R:3:nbo_charge:R:1 method="wB97M-V/def2-TZVPD" total_charge=+2 lumo_energy_ev=-6.85 homo_ha=-0.4929 homo_lumo_gap_ev=6.57 e_above_lowest_kcal_mol=20.0 spin_multiplicity=1
H 2.02 -4.80 -1.43 0.23
C 0.94 -0.24 3.61 -1.15
H -1.65 -1.50 3.35 0.20
N -1.66 4.40 -0.70 -0.17
H 0.71 -4.14 -2.41 0.21
C 3.86 0.14 -2.53 -0.58
C 4.53 0.89 -3.69 -0.41
Pb -0.67 0.93 -0.88 1.61
F -1.67 -1.24 -1.15 -0.39
C -4.32 2.44 0.49 0.69
C -2.27 3.87 0.12 0.22
H -3.04 -3.40 -0.98 0.25
C -3.12 -3.62 1.17 -0.21
H 1.04 -2.02 -3.63 0.24
H -1.17 1.48 4.76 0.26
H 4.58 2.85 -4.62 0.24
H 1.26 0.34 4.47 0.26
H -2.33 0.58 3.78 0.26
C -2.68 2.97 2.30 0.55
H 1.85 -2.32 -1.14 0.22
C 2.04 -1.84 -3.23 -0.58
C -3.09 3.19 1.09 -0.27
C 0.71 2.29 1.89 -1.16
H 1.46 2.60 2.62 0.28
O -4.09 1.39 -0.05 -0.53
H 2.76 -1.99 -4.04 0.25
H -5.59 3.96 1.04 0.42
H 5.61 0.79 -3.56 0.24
C 4.15 2.37 -3.74 -0.61
H 4.29 -0.85 -2.37 0.25
N -0.90 0.01 1.17 -1.36
H 1.26 2.06 0.96 0.24
H -6.31 2.65 0.18 0.44
H 2.25 -4.60 -3.17 0.22
N -5.49 3.06 0.61 -0.77
C -1.98 -1.88 2.39 -0.25
H 0.07 3.16 1.69 0.23
Si -0.17 0.76 2.52 1.82
H 1.83 -0.54 3.05 0.27
H 4.52 2.90 -2.86 0.21
H 3.06 2.51 -3.79 0.20
H 4.29 0.40 -4.63 0.21
C -2.04 -1.84 0.06 0.38
C -1.57 1.37 3.76 -0.67
C -1.62 -1.20 1.22 0.07
H 3.40 -2.78 -1.83 0.21
N -2.32 2.63 3.43 -0.41
C 1.80 -4.15 -2.27 -0.60
S 2.09 -0.07 -2.88 1.23
H 0.47 -1.16 3.98 0.26
H -2.96 -3.54 3.31 0.24
H -3.70 -4.54 1.15 0.24
H 3.89 0.71 -1.60 0.25
C -2.71 -3.06 2.37 -0.18
H -2.55 3.25 4.21 0.46
C -2.76 -3.00 -0.02 -0.25
C 2.33 -2.74 -2.02 -0.42
O 1.38 0.10 -1.51 -1.10

What did the fifth record say?
63
Properties=species:S:1:pos:R:3:lowdin_spin:R:1 method="wB97M-V/def2-TZVPD" total_charge=+1 lumo_energy_ev="-3.50 / -2.94" homo_ha="-0.4446 / -0.4382" homo_lumo_gap_ev="8.60 / 8.98" e_above_lowest_kcal_mol=3.6 spin_multiplicity=2
C 2.12 -2.53 0.48 0.00
H -2.52 -1.65 0.14 0.00
N 3.73 0.71 0.49 0.00
O -0.51 0.99 -3.16 0.00
H 0.12 -1.25 -3.04 0.00
O 3.27 -2.42 0.86 0.00
C -2.87 0.25 -0.73 0.00
C -4.53 3.40 -3.00 0.00
H 2.60 -3.16 -1.51 0.00
S -1.10 1.50 -1.95 0.00
C 1.92 0.54 3.88 0.00
C -4.96 1.58 -1.45 0.00
H 1.37 1.89 0.18 0.00
C -3.17 3.14 -3.00 0.00
C -2.74 2.09 -2.22 0.00
H -5.63 0.98 -0.86 0.00
C 0.99 -1.69 -2.55 0.00
H 4.33 -0.11 0.65 0.00
N -1.55 0.24 -0.97 0.00
H -0.40 -4.37 -1.11 0.00
C 1.79 -0.56 -1.92 0.00
C 3.13 0.74 2.93 0.00
Cr -0.12 -1.06 0.05 0.98
C 0.80 1.54 3.56 0.00
H 1.48 -1.30 2.99 0.00
N -0.43 0.39 1.65 0.00
H 2.07 2.79 1.52 0.00
H 1.14 2.55 3.82 0.00
H 2.14 -0.24 1.35 0.00
O -0.36 2.47 -1.19 0.00
H -2.48 3.73 -3.59 0.00
H -0.25 2.46 1.95 0.00
H 3.61 1.70 3.15 0.00
H -2.14 -2.05 -2.04 0.00
C 1.75 -3.19 -0.82 0.00
H -2.66 -3.58 -1.31 0.00
H 4.30 1.55 0.54 0.00
O 1.16 -0.07 -0.88 0.01
O 2.89 -0.19 -2.24 0.00
N 1.39 -0.82 3.88 0.00
H -6.47 2.87 -2.26 0.00
H 1.58 -2.25 -3.27 0.00
C -0.54 -3.47 -1.72 0.00
H -1.35 0.76 1.43 0.00
C 1.64 1.83 1.23 0.00
H -0.53 -3.77 -2.77 0.00
H 2.25 0.76 4.89 0.00
H -4.92 4.21 -3.60 0.00
C 0.40 1.60 2.08 0.00
O 1.09 -2.05 1.14 0.00
H -0.06 1.31 4.19 0.00
O -1.69 -2.27 -0.03 0.00
C 2.62 0.71 1.50 0.00
H 3.85 -0.06 3.11 0.00
C -1.86 -2.84 -1.35 0.00
C -5.41 2.64 -2.24 0.00
N 0.56 -2.53 -1.41 -0.01
H -0.55 -0.19 2.49 0.00
C -3.60 1.32 -1.46 0.00
H 1.84 -1.40 4.58 0.00
H 3.37 0.61 -0.48 0.00
O -3.44 -0.56 0.02 0.00
H 1.54 -4.24 -0.61 0.00